1.
71
Properties=species:S:1:pos:R:3:forces:R:3 method="wB97M-V/def2-TZVPD" homo_lumo_gap_ev=5.3 charge=+2 relative_energy_ev=1.5244 e_homo_ev=-13.125 lumo_energy_ev=-7.820 largest_force_ev_per_a=1.277
Sn 0.013098 0.108150 -0.887550 -0.615 -0.415 1.040
C -2.973932 -2.745997 -1.415653 0.029 0.057 -0.014
C -1.472180 -2.752261 -1.396079 -0.036 0.133 -0.028
C -0.744503 -2.421218 -2.547077 0.092 -0.192 -0.045
C 0.646563 -2.468617 -2.552260 -0.120 -0.158 -0.142
C 1.338471 -2.810090 -1.394974 0.113 0.024 -0.007
C 0.627771 -3.117766 -0.238773 -0.008 -0.014 -0.014
C -0.762278 -3.095282 -0.244972 -0.010 0.036 0.007
H -3.339979 -1.720916 -1.496263 -0.062 -0.046 0.014
H -3.381584 -3.183633 -0.506537 -0.009 0.006 0.010
H -3.356164 -3.307972 -2.267647 0.018 -0.007 -0.003
H -1.278162 -2.212445 -3.467802 -0.005 0.077 0.031
H 1.183881 -2.287024 -3.474902 0.019 0.071 0.032
H 2.416913 -2.900256 -1.407700 0.001 0.066 0.008
H 1.152963 -3.432205 0.653942 0.023 0.072 0.019
H -1.302969 -3.393519 0.646309 -0.012 0.072 0.032
N 0.909977 2.281171 0.772706 0.016 -0.027 -0.024
N 1.823941 3.247409 0.337002 0.011 0.020 0.060
C 2.212419 3.279417 -0.943375 0.264 0.074 -0.200
N 3.101996 4.168287 -1.346261 0.072 0.212 0.264
N 1.636883 2.328870 -1.706509 -0.477 -0.788 -0.510
N 1.886450 2.249063 -2.998595 0.465 0.923 -0.133
O 2.536692 3.053102 -3.630629 -0.117 -0.094 -0.201
O 1.387636 1.220591 -3.564223 -0.447 -0.307 -0.112
H 0.071611 2.733610 1.122750 -0.030 0.065 0.036
H 1.306559 1.723912 1.526453 0.098 -0.026 0.008
H 2.248496 3.870526 1.008013 -0.008 0.070 0.027
H 3.504535 4.841592 -0.712423 -0.041 -0.047 0.069
H 3.360041 4.217419 -2.317772 -0.058 -0.063 -0.080
O -2.174063 0.142237 -0.000812 0.355 0.079 -0.357
C -1.729315 -0.097152 1.155731 -0.182 0.000 0.364
N -2.396048 -0.307708 2.285660 0.035 -0.018 -0.002
C -1.466905 -0.596687 3.388649 0.257 0.023 0.206
C -0.102350 -0.406030 2.654525 0.049 -0.103 0.162
O 0.994463 -0.417670 3.152484 -0.127 -0.024 -0.096
N -0.384820 -0.132461 1.339070 0.121 0.034 -0.823
C -1.476373 0.465803 4.477687 -0.024 0.129 0.066
C -0.947712 0.165449 5.729185 -0.050 -0.045 -0.130
C -0.750903 1.171940 6.660901 0.012 0.060 0.038
C -1.076852 2.484811 6.352322 -0.025 -0.027 -0.021
C -1.632065 2.783659 5.116081 0.028 0.100 0.049
C -1.828813 1.780139 4.180551 0.012 -0.119 -0.074
C -1.682052 -2.012592 3.893783 -0.022 -0.030 -0.110
C -2.887387 -2.307708 4.527112 0.057 -0.008 -0.038
C -3.158658 -3.602659 4.936391 -0.085 0.018 0.033
C -2.224860 -4.609338 4.731464 0.076 0.008 0.004
C -1.022863 -4.317438 4.105694 -0.023 -0.066 0.011
C -0.751399 -3.022347 3.684012 -0.006 0.069 -0.029
H -3.391217 -0.448798 2.349170 -0.035 0.044 -0.090
H -0.680113 -0.855568 5.965870 0.041 0.003 0.023
H -0.330444 0.933604 7.628639 -0.008 -0.019 -0.003
H -0.902955 3.272755 7.072580 -0.038 -0.013 0.023
H -1.905956 3.804866 4.883167 -0.037 -0.021 -0.011
H -2.263617 2.016799 3.215268 -0.009 0.034 0.023
H -3.607597 -1.517960 4.713060 -0.012 -0.015 0.026
H -4.099280 -3.829092 5.420688 0.015 0.021 0.029
H -2.426221 -5.614048 5.077545 -0.024 -0.009 -0.043
H -0.292341 -5.100182 3.947946 0.017 0.018 0.024
H 0.199281 -2.794289 3.218130 0.014 -0.046 0.026
Se 0.460453 1.127269 -5.550328 0.745 0.245 0.297
C 1.767509 1.714882 -6.713362 -0.329 -0.115 0.221
C 1.621139 2.986356 -7.301959 -0.028 0.011 0.055
C 2.530578 3.400323 -8.251018 0.035 0.042 -0.026
C 3.607026 2.579467 -8.581667 -0.107 -0.025 0.091
C 3.761203 1.323028 -7.991048 0.073 -0.018 -0.050
C 2.837757 0.874895 -7.074893 0.028 -0.014 0.020
H 0.783245 3.613548 -7.028008 0.032 0.007 0.047
H 2.408271 4.364671 -8.723978 0.042 -0.009 -0.029
H 4.331871 2.919778 -9.309406 0.000 -0.015 -0.012
H 4.597882 0.693449 -8.260470 0.003 0.023 -0.037
H 2.937355 -0.103917 -6.625616 -0.045 -0.002 -0.002

---

2.
9
Properties=species:S:1:pos:R:3:forces:R:3 method="wB97M-V/def2-TZVPD" homo_lumo_gap_ev="9.9 / 7.5" charge=0 relative_energy_ev=1.2096 multiplicity=3 e_homo_ev="-9.078 / -10.101" lumo_energy_ev="0.772 / -2.584" largest_force_ev_per_a=5.011
N 2.174212 0.195380 1.025894 1.625 -2.854 3.785
N -1.939323 -0.411415 0.061314 -0.607 0.595 -1.016
O 1.868531 0.865059 -0.007320 -2.767 2.345 -0.380
O -1.190146 -0.623300 -1.179630 -1.039 1.301 0.101
O 2.636760 0.748253 -1.048704 0.978 -0.296 -1.301
H -1.889438 -0.481904 -1.848496 0.605 -0.190 0.436
H 1.503680 0.262086 1.849391 0.152 0.799 -2.107
H -1.735342 0.473715 0.545325 0.317 0.270 -1.216
H -1.428932 -1.027875 0.602225 0.735 -1.969 1.698

---

3.
52
Properties=species:S:1:pos:R:3:forces:R:3 method="wB97M-V/def2-TZVPD" homo_lumo_gap_ev=7.8 charge=+2 relative_energy_ev=0.0000 e_homo_ev=-15.244 lumo_energy_ev=-7.435 largest_force_ev_per_a=6.506
C -1.377198 -6.677811 -1.604283 -0.158 -0.107 -0.099
C -1.141865 -5.307767 -1.034690 -2.308 0.963 0.173
H -2.446085 -6.779633 -1.836390 0.360 0.091 0.135
H -1.090965 -7.457118 -0.879133 0.045 0.348 -0.260
H -0.791747 -6.814008 -2.525388 -0.061 0.018 0.376
O -1.995003 -4.484981 -0.780244 1.895 -1.309 -0.386
Cl 0.574376 -4.926746 -0.749378 0.318 0.141 -0.002
La 0.996488 -0.015233 -0.066427 2.206 -1.272 -0.094
P -0.563485 -1.546091 2.110520 -0.269 -0.521 1.456
C -1.855196 -0.952983 3.264349 -0.210 0.636 -0.423
C -0.896217 -3.343390 2.277808 0.231 -0.157 -0.678
H -0.951136 -3.585950 3.348713 -0.011 0.092 -0.334
H 0.608917 -1.909400 4.153157 0.329 0.188 -0.117
H -0.097289 -3.927279 1.797799 -0.275 0.105 0.231
H 1.778456 -1.852082 2.798453 -0.092 0.048 0.251
H -2.845250 -1.185865 2.853459 0.177 0.059 0.162
H -1.841061 -3.591020 1.772916 0.268 0.056 0.209
C 0.886801 -1.375769 3.234876 0.162 0.051 -0.369
H -1.717294 -1.468123 4.224004 -0.049 0.110 -0.275
H 1.101263 -0.321045 3.464150 -0.062 -0.253 0.047
H -1.781665 0.134071 3.408342 -0.080 -0.297 0.022
P 0.221992 -0.534256 -2.932124 0.304 0.319 -1.693
C -0.676238 0.789508 -3.826245 -0.279 0.061 0.322
C 1.941381 -0.033724 -3.379632 0.028 -0.236 0.353
H 0.555701 -2.832752 -3.695370 -0.185 0.291 -0.174
H 0.320888 -1.696304 -5.069764 -0.157 -0.026 0.409
H -1.082629 -2.253213 -4.082573 0.365 0.138 -0.014
C -0.019934 -1.965000 -4.056454 -0.100 -0.471 0.400
H 2.661893 -0.780168 -3.013265 -0.011 0.167 -0.175
H 1.998951 -0.005872 -4.476588 0.159 0.123 0.330
H -0.360892 0.844428 -4.879481 -0.034 -0.132 0.382
H -0.469404 1.748473 -3.341436 -0.047 -0.039 -0.112
H 2.178182 0.951372 -2.949686 0.002 -0.211 -0.288
H -1.754572 0.605888 -3.781705 0.132 0.064 -0.057
C -1.407478 -0.011233 -0.425315 -6.220 1.695 -0.875
O -2.511914 0.286569 -0.600810 4.094 -1.378 0.669
O 1.549958 2.206684 -0.913669 -0.712 0.770 0.796
C 1.044821 2.774477 0.130725 0.169 -1.219 -0.269
N 0.513003 1.936743 1.057129 -0.134 0.222 0.289
S 0.051140 2.687527 2.494027 0.100 -0.525 -0.184
O -1.370896 2.516680 2.628175 0.810 0.186 0.094
O 0.949131 2.243607 3.536738 -0.796 0.335 -0.794
C 0.525260 4.245296 1.835257 0.308 1.532 1.000
C 0.573306 5.436400 2.554156 -0.235 -0.428 -0.107
C 1.078209 6.585404 1.931331 -0.160 -0.382 -0.238
C 1.503696 6.529790 0.588797 -0.126 -0.296 0.079
C 1.466615 5.318356 -0.125784 -0.120 -0.024 0.483
C 1.014805 4.164910 0.544569 0.298 0.779 -0.687
H 0.211097 5.412015 3.578742 0.136 0.374 -0.113
H 1.107027 7.521482 2.496718 0.077 -0.340 -0.316
H 1.873123 7.444577 0.115312 -0.172 -0.436 0.098
H 1.758932 5.250559 -1.174385 0.093 0.095 0.367

---

4.
114
Properties=species:S:1:pos:R:3:forces:R:3 method="wB97M-V/def2-TZVPD" homo_lumo_gap_ev=8.6 charge=0 e_homo_ev=-9.128 lumo_energy_ev=-0.525 smiles="COCCCCCCCCC[C@@](OC(=O)CCCCCCCOC)(P(N)O)S(=O)(=O)C(F)(F)C(F)(F)F.CNC(C)=O.CNC(C)=O.CNC(C)=O" largest_force_ev_per_a=10.432
C 12.753680 -1.931477 1.533763 0.692 -0.412 0.895
O 13.147522 -0.641473 0.919532 -2.956 -0.824 0.509
C 11.875728 0.049271 0.555162 0.404 0.610 -0.704
C 11.423086 -0.481192 -0.932981 -0.579 0.591 0.207
C 10.939388 0.770379 -1.915820 -0.618 -0.639 -0.331
C 9.698182 1.653133 -1.257687 0.859 0.304 0.138
C 8.343955 0.748940 -0.991576 0.678 0.163 -0.339
C 6.943591 1.540717 -1.448155 0.246 -1.451 -0.564
C 5.645614 1.016069 -0.595563 -0.254 -0.199 0.299
C 4.432472 2.160019 -0.461646 0.613 -1.391 -0.592
C 3.229816 1.604982 -1.481299 1.318 0.061 0.736
C 1.808179 2.400832 -1.312341 -0.613 -2.809 0.162
O 0.669903 1.802399 -2.045992 2.434 -1.389 -0.832
C 1.108907 0.873812 -3.094333 2.073 2.679 -6.439
O 1.464413 1.424786 -4.285849 -2.366 -3.886 8.036
C 1.137131 -0.764147 -2.839418 -0.607 1.460 -0.414
C -0.277762 -1.346198 -3.491764 -0.192 -0.112 -0.027
C -1.611438 -0.914553 -2.627159 -0.298 -0.013 -0.348
C -2.373785 -2.182469 -1.900595 0.266 0.036 0.504
C -2.746884 -1.864374 -0.307619 -0.902 -0.599 -0.380
C -4.357160 -1.595403 -0.101943 -0.534 1.032 -0.209
C -4.693669 0.028520 -0.251608 0.793 -0.129 -0.042
O -5.084770 0.628984 1.059343 -1.316 -0.946 -2.144
C -6.559068 0.674851 1.112470 -0.734 -0.194 -0.038
P 1.250061 2.367467 0.554520 0.121 0.085 2.289
N 1.306027 0.610894 0.970511 -1.725 1.653 -1.440
O -0.416398 2.844572 0.721166 1.762 -0.272 -2.504
S 2.044752 4.124536 -1.994681 -0.774 1.717 -10.260
O 3.328435 4.257703 -2.903869 -3.611 -0.597 4.832
O 0.841937 4.404820 -2.977899 3.486 -0.891 4.970
C 2.015077 5.509135 -0.737658 -1.368 4.025 0.953
F 0.750902 5.557493 0.089252 4.399 -0.530 -2.527
F 1.970723 6.790046 -1.540181 0.302 -4.460 2.548
C 3.384405 5.635841 0.181345 1.617 2.556 2.235
F 3.484143 4.640544 1.272111 -0.052 3.457 -4.241
F 4.633318 5.738104 -0.657883 -4.626 -0.872 3.199
F 3.278552 6.980628 0.862053 0.432 -4.614 -2.158
H 13.568630 -2.742718 1.242563 -1.883 1.697 0.526
H 12.777716 -1.797890 2.708903 -0.069 -0.330 -2.272
H 11.663718 -2.270652 1.250190 2.280 0.584 0.267
H 11.047390 -0.137265 1.367655 1.591 0.307 -1.534
H 12.083978 1.212255 0.529154 -0.199 -2.420 0.038
H 10.489731 -1.190582 -0.764120 2.047 1.233 -0.650
H 12.345915 -1.060855 -1.415129 -2.162 1.248 1.099
H 10.512442 0.298929 -2.921452 0.983 0.932 2.044
H 11.862837 1.437297 -2.220434 -1.889 -1.224 0.825
H 9.453938 2.570319 -1.964250 0.484 -1.964 1.349
H 10.126786 2.122213 -0.247758 -1.194 -0.969 -2.080
H 8.341858 0.432226 0.135953 -0.263 0.654 -2.089
H 8.491265 -0.246874 -1.626127 -0.598 2.090 1.319
H 7.063330 2.704851 -1.459064 -0.182 -2.244 0.324
H 6.762865 1.190561 -2.575043 0.363 1.059 2.347
H 5.220039 0.040176 -1.130054 0.883 2.101 1.113
H 5.914215 0.657212 0.510633 -0.262 0.938 -2.452
H 4.123170 2.146601 0.666116 0.350 0.393 -2.330
H 4.879375 3.183501 -0.835371 -1.199 -1.969 0.933
H 3.712948 1.699088 -2.569062 -1.583 -0.178 2.292
H 3.082029 0.464155 -1.165887 -0.059 2.632 -0.825
H 2.096205 -1.153269 -3.429315 -2.200 0.892 1.381
H 1.209811 -0.945257 -1.677209 -0.158 0.210 -2.392
H -0.437206 -0.918097 -4.590234 0.780 -1.069 2.393
H -0.210304 -2.523640 -3.532864 -0.111 2.505 -0.079
H -1.320576 -0.088231 -1.843348 -0.586 -1.615 -1.387
H -2.380351 -0.421612 -3.368657 1.580 -0.854 1.479
H -1.673979 -3.123922 -1.914557 -1.246 1.842 -0.063
H -3.350083 -2.484651 -2.496511 2.050 0.715 1.250
H -2.478709 -2.823563 0.328389 -0.296 2.135 -1.196
H -2.166032 -0.898826 0.048158 -1.056 -2.150 -0.519
H -5.003584 -2.145052 -0.916209 1.454 0.792 1.596
H -4.754281 -1.911339 0.955141 0.925 0.550 -1.999
H -3.696793 0.543623 -0.590565 -1.914 -0.757 0.699
H -5.509484 0.247381 -1.072344 1.526 -0.451 1.683
H -6.941467 1.649463 0.550568 0.715 -1.942 1.192
H -6.997222 -0.266285 0.540974 0.748 1.868 1.255
H -6.941534 0.628539 2.233642 1.002 0.218 -2.546
H 0.421071 0.223816 0.549245 1.158 -0.071 0.906
H 1.347824 0.459447 2.002113 -0.270 0.429 -1.264
H -0.671228 3.425241 -0.058843 0.202 -0.939 1.238
C -7.694931 -1.370827 5.934551 -0.042 -0.202 0.019
C -7.717458 -0.182341 5.012892 -0.029 0.412 -0.554
O -7.943597 -0.291579 3.810386 -0.074 -0.100 0.548
N -7.476177 1.048436 5.551211 -0.189 -0.680 -0.421
C -7.192787 1.380274 6.927782 0.029 0.421 -0.179
H -7.903536 -2.278761 5.364844 0.041 0.267 -0.022
H -6.707162 -1.469557 6.393210 -0.174 0.002 0.129
H -8.463596 -1.261431 6.704680 0.185 -0.035 0.099
H -7.507902 1.798704 4.871003 0.030 -0.167 0.180
H -7.959653 2.078051 7.272101 0.142 -0.068 0.300
H -6.217701 1.871666 6.963207 -0.038 -0.032 0.311
H -7.182164 0.502899 7.574467 -0.045 0.113 -0.196
C -12.362949 -2.923254 7.926179 -0.040 -0.189 0.120
C -11.800649 -1.530726 7.841650 0.429 0.724 0.390
O -11.226717 -0.998683 8.788553 -0.217 -0.321 -0.412
N -11.943819 -0.854098 6.665006 0.139 -0.302 0.633
C -12.580937 -1.303090 5.449334 0.161 0.439 -0.155
H -12.173436 -3.333903 8.920100 0.031 0.221 -0.166
H -13.443783 -2.900617 7.761593 0.116 -0.141 -0.121
H -11.878295 -3.567714 7.187468 -0.218 0.001 -0.003
H -11.540976 0.075402 6.683416 -0.116 -0.225 -0.022
H -11.839693 -1.271032 4.647423 -0.230 -0.154 -0.173
H -13.392271 -0.609422 5.216792 -0.080 -0.227 -0.227
H -12.979632 -2.313821 5.536326 0.106 0.186 0.084
C -0.719379 -2.213023 -7.519779 -0.055 0.184 -0.010
C -0.669655 -3.480681 -6.711675 -0.207 -0.463 0.682
O -1.189755 -3.569790 -5.602329 0.187 0.077 -0.491
N -0.020350 -4.554996 -7.247460 -0.337 0.513 0.358
C 0.647916 -4.647933 -8.524235 0.057 -0.431 0.191
H -1.267503 -1.448083 -6.965836 0.086 -0.244 -0.016
H 0.294503 -1.847005 -7.703846 -0.130 -0.004 -0.165
H -1.237382 -2.392807 -8.465962 0.189 0.100 -0.005
H -0.028423 -5.370973 -6.646870 -0.001 0.199 -0.163
H 0.173844 -5.448785 -9.096446 0.186 0.116 -0.248
H 1.693106 -4.907505 -8.340623 0.036 0.064 -0.328
H 0.597680 -3.717503 -9.089812 -0.041 -0.133 0.183

---

5.
22
Properties=species:S:1:pos:R:3:forces:R:3 method="wB97M-V/def2-TZVPD" homo_lumo_gap_ev=9.4 charge=0 relative_energy_ev=0.5651 e_homo_ev=-8.507 lumo_energy_ev=0.914 smiles="CC/C(N)=C/N.O.O" largest_force_ev_per_a=1.103
C -3.415517 0.459694 -1.097254 -0.643 -0.217 -0.523
C -2.288502 -0.556578 -1.242997 -0.252 0.027 -0.044
C -1.322609 -0.546910 -0.098936 0.305 -0.184 0.220
C -0.094407 -0.046130 -0.208834 0.623 -0.872 0.002
N 0.923361 -0.095069 0.791004 -0.589 0.855 0.372
N -1.699427 -1.087047 1.185069 -0.680 0.109 0.112
H -4.092235 0.404550 -1.951826 0.188 0.055 -0.291
H -4.095018 0.233350 -0.285039 0.153 0.011 0.617
H -3.071893 1.483759 -1.026123 0.190 0.157 0.168
H -2.750094 -1.539897 -1.391287 0.167 -0.087 0.231
H -1.742895 -0.363912 -2.159005 0.164 0.167 -0.228
H 0.327707 0.236169 -1.167676 -0.430 0.376 -0.083
H 0.561357 -0.472122 1.665661 -0.183 -0.280 -0.310
H 1.146714 0.875045 1.030189 0.539 -0.234 -0.215
H -2.531222 -0.612866 1.531535 0.165 0.231 0.055
H -2.030488 -2.043461 1.098468 0.289 -0.141 -0.203
H 3.441000 2.864580 0.905156 -0.060 0.270 0.156
H 3.576762 1.531183 0.213928 -0.141 -0.399 0.174
O 3.059284 1.985484 0.896462 0.228 0.157 -0.262
H 2.636134 -0.412860 -0.124186 0.002 0.022 -0.007
H 3.833805 -1.284612 0.059510 0.263 0.074 -0.134
O 3.548760 -0.527939 -0.465149 -0.300 -0.098 0.192

---

- Look up the charge of the second one.
  0